16
Properties=species:S:1:pos:R:3:lowdin_charge:R:1 method="wB97M-V/def2-TZVPD" homo_lumo_gap_ha=0.41212 e_lumo_ev=0.98 total_charge=0 smiles=OC1CCCC1 spin_multiplicity=1
O -1.650 0.204 0.983 -0.03
C -1.080 0.274 -0.318 -0.41
C -0.328 -1.020 -0.628 -0.15
C 0.967 -0.914 0.211 -0.17
C 1.133 0.593 0.543 -0.18
C 0.042 1.304 -0.272 -0.15
H -2.090 -0.653 1.047 0.09
H -1.854 0.516 -1.063 0.14
H -0.929 -1.904 -0.378 0.11
H -0.110 -1.072 -1.702 0.11
H 1.827 -1.312 -0.337 0.10
H 0.878 -1.500 1.130 0.10
H 0.956 0.765 1.609 0.10
H 2.136 0.967 0.315 0.10
H -0.281 2.257 0.158 0.12
H 0.383 1.494 -1.298 0.12